[1]
Formula: C34H63BrF9N14O25
Source: the OMol25 dataset
Level of theory: the ωB97M-V functional and the def2-TZVPD basis

XYZ file:
```
146
Properties=species:S:1:pos:R:3:lowdin_charge:R:1
C 3.079 1.553 3.784 -0.05
C 2.280 2.819 3.432 -0.15
C 2.443 3.246 1.988 -0.28
F 3.686 3.768 1.855 0.04
N 2.122 2.153 1.028 0.11
C 0.935 1.561 1.266 0.03
C 0.467 0.531 0.525 -0.11
C -0.880 -0.046 0.854 -0.07
C -1.951 0.987 0.451 -0.17
O -3.013 0.292 -0.173 -0.11
C -4.157 1.094 -0.360 -0.08
C -5.420 0.466 0.238 -0.42
F -5.170 -0.572 1.043 0.16
F -6.002 1.419 1.016 0.11
C -6.478 0.080 -0.812 -0.37
F -6.590 1.051 -1.705 0.16
F -7.670 0.017 -0.177 0.14
C -6.276 -1.328 -1.479 -0.37
F -6.792 -1.226 -2.724 0.15
F -6.962 -2.256 -0.825 0.18
C -4.821 -1.826 -1.649 -0.28
F -4.926 -3.051 -2.227 0.09
F -4.144 -1.032 -2.495 0.11
C 1.235 0.059 -0.533 0.04
C 0.687 -1.026 -1.390 -0.55
O -0.363 -0.842 -1.954 0.18
O 1.398 -2.159 -1.527 -0.48
Br 0.949 -3.397 -0.250 0.96
C 2.433 0.662 -0.792 -0.17
O 3.187 0.267 -1.838 -0.01
C 4.390 -0.507 -1.465 -0.06
C 4.395 -1.931 -2.027 -0.37
C 5.747 -2.185 -2.694 -0.03
O 4.300 -2.831 -0.921 -0.08
C 2.863 1.740 -0.012 -0.07
C 4.126 2.435 -0.385 -0.07
C 3.741 3.809 -0.969 -0.15
C 3.143 3.668 -2.377 -0.14
C 1.629 3.495 -2.393 -0.21
N 0.933 4.700 -2.886 0.02
C -0.457 4.579 -2.645 -0.56
N -0.919 5.005 -1.533 0.13
N -1.204 3.989 -3.679 0.13
H 3.596 1.729 4.716 0.08
H 2.395 0.738 3.981 0.08
H 3.808 1.285 3.028 0.07
H 2.696 3.651 3.986 0.12
H 1.241 2.765 3.722 0.11
H 1.724 4.043 1.818 0.17
H 0.321 1.925 2.063 0.15
H -1.085 -0.943 0.294 0.10
H -0.970 -0.321 1.896 0.13
H -1.515 1.672 -0.273 0.13
H -2.279 1.524 1.339 0.14
H -4.059 2.094 0.040 0.14
H -4.303 1.211 -1.429 0.13
H -4.284 -1.947 -0.713 0.17
H 5.234 0.036 -1.874 0.12
H 4.460 -0.522 -0.382 0.14
H 3.569 -2.074 -2.703 0.14
H 5.972 -3.233 -2.628 0.06
H 6.496 -1.661 -2.102 0.08
H 5.785 -1.833 -3.716 0.10
H 5.051 -2.641 -0.347 0.06
H 4.806 2.532 0.451 0.12
H 4.652 1.924 -1.168 0.11
H 2.999 4.295 -0.344 0.10
H 4.602 4.462 -1.009 0.09
H 3.442 4.487 -3.018 0.12
H 3.564 2.771 -2.820 0.11
H 1.352 2.662 -3.036 0.12
H 1.233 3.272 -1.394 0.10
H 1.219 5.460 -2.276 0.11
H -1.926 4.875 -1.475 0.04
H -2.193 4.124 -3.508 0.08
H -1.049 2.988 -3.744 0.09
C -7.851 3.663 -1.822 0.03
N -8.134 5.096 -1.533 -0.45
O -7.413 5.659 -0.729 0.06
O -9.065 5.602 -2.122 0.08
H -7.003 3.362 -1.224 0.07
H -8.739 3.094 -1.559 0.10
H -7.636 3.579 -2.880 0.10
C -3.360 -3.586 -4.925 0.05
N -3.403 -3.391 -6.405 -0.44
O -3.458 -4.370 -7.112 0.09
O -3.375 -2.237 -6.798 0.04
H -3.372 -4.648 -4.709 0.10
H -2.445 -3.123 -4.568 0.10
H -4.232 -3.098 -4.509 0.08
C 4.693 -5.910 1.575 0.06
N 4.921 -4.577 2.199 -0.43
O 4.661 -4.437 3.376 0.08
O 5.357 -3.707 1.470 0.03
H 4.306 -6.581 2.333 0.10
H 3.982 -5.769 0.767 0.10
H 5.648 -6.256 1.190 0.10
C -2.687 -4.501 3.466 0.05
N -1.486 -4.330 2.605 -0.44
O -0.520 -5.028 2.842 0.07
O -1.524 -3.508 1.706 -0.02
H -2.465 -5.263 4.196 0.07
H -2.887 -3.549 3.947 0.10
H -3.514 -4.793 2.824 0.11
C 5.515 6.233 1.528 0.05
N 5.706 7.013 0.272 -0.44
O 5.690 8.221 0.346 0.09
O 5.865 6.368 -0.750 0.05
H 5.388 6.930 2.348 0.10
H 4.635 5.622 1.395 0.06
H 6.400 5.620 1.669 0.11
C 6.918 -0.251 4.134 0.06
N 6.724 0.118 2.703 -0.45
O 6.607 -0.781 1.895 0.06
O 6.694 1.305 2.432 0.04
H 6.921 -1.331 4.211 0.10
H 7.867 0.171 4.452 0.11
H 6.095 0.182 4.695 0.09
C -3.929 -5.989 8.136 0.05
N -2.749 -5.792 7.250 -0.44
O -1.769 -6.472 7.449 0.09
O -2.848 -4.950 6.372 0.03
H -3.688 -6.761 8.855 0.10
H -4.130 -5.041 8.626 0.10
H -4.764 -6.282 7.507 0.10
C 9.385 -3.770 -0.765 0.05
N 8.306 -4.244 -1.676 -0.44
O 8.197 -3.705 -2.759 0.05
O 7.594 -5.140 -1.265 0.06
H 9.928 -2.975 -1.261 0.10
H 8.908 -3.416 0.145 0.10
H 10.031 -4.618 -0.559 0.10
C -8.642 -0.021 2.707 0.04
N -8.625 -0.488 4.121 -0.45
O -9.570 -0.208 4.828 0.08
O -7.646 -1.126 4.467 0.05
H -9.560 0.529 2.534 0.10
H -7.774 0.611 2.564 0.08
H -8.590 -0.901 2.074 0.10
C -5.195 0.409 -6.145 0.04
N -5.277 1.869 -5.892 -0.45
O -4.478 2.351 -5.104 0.03
O -6.134 2.489 -6.481 0.08
H -4.385 0.005 -5.552 0.08
H -6.147 -0.029 -5.861 0.10
H -5.007 0.270 -7.205 0.10
```

Summary:
Kohn-Sham gap = 0.277 Ha
largest force on an atom = 1.85 eV Å⁻¹
2S+1 = 1
electronic energy = -202791.492 eV
net charge = +1
M = 1318.84 g/mol



[2]
Formula: C18H36N2O5OsP
Source: the OMol25 dataset
Level of theory: the ωB97M-V functional and the def2-TZVPD basis

XYZ file:
```
63
Properties=species:S:1:pos:R:3:mulliken_spin:R:1
Os 7.439 7.179 11.328 3.01
O 6.012 8.423 12.832 0.06
C 6.430 8.133 14.175 0.00
C 6.741 6.681 14.234 0.02
N 7.814 6.306 13.234 -0.03
C 9.162 6.826 13.642 -0.01
C 9.478 8.193 13.062 0.01
O 10.158 9.000 13.623 0.02
O 8.958 8.387 11.785 0.09
C 7.770 4.815 13.027 -0.02
C 6.564 4.553 12.069 0.01
O 5.926 3.549 12.083 0.02
O 6.265 5.595 11.242 0.11
H 5.862 9.383 12.741 0.00
H 5.616 8.359 14.876 0.00
H 7.296 8.718 14.470 0.00
H 5.879 6.139 13.921 -0.02
H 6.946 6.402 15.249 0.00
H 9.960 6.206 13.270 0.00
H 9.204 6.855 14.721 0.00
H 7.633 4.341 13.958 0.00
H 8.692 4.477 12.550 0.01
C 6.782 6.109 6.727 0.01
C 5.872 7.273 7.180 0.02
C 4.839 6.665 8.152 0.01
C 5.115 7.892 5.977 0.00
P 6.888 8.490 8.189 0.02
N 7.095 7.945 9.674 0.56
C 8.526 8.814 7.367 0.03
C 9.507 7.596 7.618 0.01
C 8.453 9.018 5.797 0.00
C 9.173 10.021 8.073 0.01
C 5.960 10.080 8.511 0.03
C 6.545 10.868 9.740 0.03
C 5.897 11.055 7.295 0.00
C 4.526 9.692 8.963 0.00
H 6.190 5.351 6.175 0.00
H 7.174 5.570 7.606 -0.01
H 7.592 6.418 6.088 0.00
H 4.341 5.836 7.663 0.00
H 4.149 7.407 8.466 0.00
H 5.322 6.314 9.048 -0.02
H 4.560 7.104 5.416 0.00
H 5.760 8.418 5.290 0.00
H 4.349 8.631 6.339 0.00
H 9.134 6.649 7.295 0.00
H 9.726 7.423 8.679 0.00
H 10.472 7.769 7.177 0.00
H 8.161 8.122 5.293 0.00
H 9.428 9.400 5.449 0.00
H 7.714 9.798 5.555 0.00
H 9.287 9.850 9.137 -0.01
H 8.556 10.882 7.923 0.00
H 10.155 10.225 7.627 0.00
H 7.539 11.288 9.584 0.00
H 6.607 10.261 10.631 -0.02
H 5.849 11.683 9.942 0.00
H 6.853 11.560 7.089 0.00
H 5.159 11.841 7.493 0.00
H 5.619 10.588 6.342 0.00
H 4.587 9.032 9.832 -0.01
H 3.906 9.228 8.144 0.00
H 4.056 10.608 9.280 0.00
```

Summary:
Kohn-Sham gap (alpha / beta) = 0.343 / 0.294 Ha
largest force on an atom = 2.08 eV Å⁻¹
2S+1 = 5
electronic energy = -44217.146 eV
net charge = +1
energy relative to the best compared isomer or geometry (same formula, charge and spin) = 0.0 kJ/mol
M = 581.70 g/mol